No. 1
{"formula": "C3H9AgCl2FO4P", "method": "ωB97M-V/def2-TZVPD", "symbols": ["Ag", "F", "Cl", "Cl", "C", "O", "P", "O", "O", "C", "O", "C", "H", "H", "H", "H", "H", "H", "H", "H", "H"], "coordinates": [[-16.983, 15.284, -5.694], [-17.479, 13.133, -6.480], [-18.550, 16.606, -7.549], [-18.104, 15.328, -3.141], [-16.448, 14.307, -9.062], [-15.278, 15.102, -9.493], [-14.487, 15.899, -8.397], [-14.863, 15.586, -7.034], [-12.971, 15.599, -8.745], [-12.233, 14.750, -7.886], [-14.534, 17.403, -8.826], [-15.585, 18.236, -8.299], [-17.200, 14.421, -9.842], [-16.880, 14.665, -8.131], [-16.155, 13.264, -9.002], [-12.860, 14.302, -7.115], [-11.444, 15.323, -7.395], [-11.782, 13.959, -8.489], [-15.800, 19.004, -9.044], [-15.287, 18.664, -7.347], [-16.530, 17.696, -8.170]], "lowdin_charge": [0.41, -0.77, -0.41, -0.74, -0.11, -0.22, 0.30, -0.26, -0.21, -0.12, -0.22, -0.12, 0.07, -0.04, 0.07, 0.08, 0.08, 0.08, 0.08, 0.08, -0.05], "e_lumo_ev": 4.96, "gap_ha": 0.2276, "charge": -2, "spin_multiplicity": 1, "homo_energy_ev": -1.238}


No. 2
{"formula": "C3H9B3F3N3", "method": "ωB97M-V/def2-TZVPD", "symbols": ["C", "N", "B", "F", "N", "C", "B", "F", "N", "C", "B", "F", "H", "H", "H", "H", "H", "H", "H", "H", "H"], "coordinates": [[-2.824, 0.565, -0.008], [-1.422, 0.294, 0.149], [-0.983, -0.808, -0.662], [-1.837, -1.269, -1.614], [0.426, -0.999, -0.830], [1.034, -1.925, -1.723], [1.269, -0.434, 0.193], [2.512, -1.029, 0.414], [0.864, 0.745, 0.896], [1.864, 1.330, 1.698], [-0.484, 1.187, 0.702], [-0.813, 2.413, 1.180], [-3.131, 0.427, -1.054], [-3.055, 1.601, 0.237], [-3.435, -0.092, 0.615], [0.922, -1.565, -2.754], [0.474, -2.873, -1.656], [2.101, -2.073, -1.534], [2.855, 0.948, 1.401], [1.912, 2.402, 1.566], [1.750, 1.155, 2.783]], "lowdin_charge": [-0.04, 0.14, -0.56, 0.19, 0.12, -0.05, -0.52, 0.15, 0.13, -0.06, -0.58, 0.20, 0.09, 0.09, 0.10, 0.10, 0.10, 0.09, 0.10, 0.09, 0.11], "e_lumo_ev": 0.42, "gap_ha": 0.3739, "e_above_lowest_ev": 0.000, "spin_multiplicity": 1, "smiles": "CN1B(F)N(C)B(F)N(C)B1F", "homo_energy_ev": -9.759}


No. 3
{"formula": "C3H9BO4", "method": "ωB97M-V/def2-TZVPD", "symbols": ["B", "C", "C", "C", "O", "O", "O", "O", "H", "H", "H", "H", "H", "H", "H", "H", "H"], "coordinates": [[1.303, -0.336, -0.415], [-1.970, 0.475, -0.689], [0.222, 0.529, 0.457], [-1.218, 0.143, 0.628], [2.684, 0.505, -0.215], [1.407, -1.659, -0.059], [0.700, 1.618, 0.777], [-1.237, -1.233, 0.828], [-2.408, 1.510, -0.530], [-1.232, 0.384, -1.439], [-2.685, -0.233, -0.791], [0.900, -0.213, -1.528], [-1.808, 0.527, 1.419], [3.285, 0.281, 0.513], [1.688, -1.829, 0.837], [1.992, 1.304, 0.016], [-1.625, -1.772, 0.192]], "lowdin_charge": [-0.64, 0.02, -0.20, -0.35, 0.11, 0.08, 0.06, 0.00, 0.12, 0.06, 0.04, 0.12, 0.14, 0.14, 0.09, 0.13, 0.07], "e_lumo_ev": 0.33, "gap_ha": 0.3358, "e_above_lowest_ev": 2.059, "spin_multiplicity": 1, "homo_energy_ev": -8.805}


No. 4
{"formula": "C3H9BS", "method": "ωB97M-V/def2-TZVPD", "symbols": ["B", "C", "C", "C", "S", "H", "H", "H", "H", "H", "H", "H", "H", "H"], "coordinates": [[-0.339, 0.189, 0.168], [-0.636, -1.059, -0.892], [-1.147, 1.510, -0.012], [0.541, -0.167, 1.316], [2.668, -0.155, -0.283], [0.237, -1.412, -1.504], [-1.421, -0.742, -1.488], [-0.904, -1.984, -0.313], [-0.421, 2.239, -0.188], [-1.759, 1.878, 0.858], [-1.640, 1.689, -0.985], [1.244, 0.696, 1.780], [0.587, -1.156, 1.619], [2.992, -1.526, -0.075]], "lowdin_charge": [-0.54, -0.07, -0.04, 0.05, 0.38, 0.05, 0.01, 0.07, 0.04, 0.09, 0.07, 0.08, 0.02, -0.20], "e_lumo_ev": [-1.63, -1.66], "gap_ha": [0.2763, 0.2740], "e_above_lowest_ev": 3.420, "spin_multiplicity": 1, "homo_energy_ev": [-9.144, -9.119]}


No. 5
{"formula": "C3H9BrN2OP", "method": "ωB97M-V/def2-TZVPD", "symbols": ["N", "P", "C", "C", "C", "N", "O", "H", "H", "H", "H", "H", "H", "H", "H", "H", "Br"], "coordinates": [[-1.070, 0.068, -1.741], [-0.771, -1.421, -0.829], [0.153, -1.069, 0.806], [1.201, 0.158, 0.772], [0.709, 1.448, 1.555], [0.154, 2.555, 0.719], [0.771, 1.613, 2.778], [-0.874, -0.137, -2.737], [-2.090, 0.225, -1.740], [0.164, -2.190, -1.610], [-0.561, -0.967, 1.689], [0.767, -2.011, 1.035], [2.167, -0.166, 1.296], [1.470, 0.430, -0.291], [-0.775, 2.201, 0.422], [0.714, 2.488, -0.150], [-2.130, -3.226, -1.977]], "lowdin_charge": [-0.29, 0.40, -0.42, -0.21, -0.46, 0.05, 0.02, 0.01, 0.01, -0.10, 0.07, 0.06, 0.10, 0.08, 0.07, 0.06, -0.45], "e_lumo_ev": 3.39, "gap_ha": 0.1947, "charge": -1, "spin_multiplicity": 1, "homo_energy_ev": -1.906}


No. 6
{"formula": "C3H9BrN3", "method": "ωB97M-V/def2-TZVPD", "symbols": ["C", "C", "C", "N", "N", "N", "Br", "H", "H", "H", "H", "H", "H", "H", "H", "H"], "coordinates": [[0.207, 0.042, 0.575], [1.440, 1.244, -1.171], [-1.639, -1.576, 0.493], [0.341, 0.444, -0.658], [-0.762, -0.611, 1.115], [1.609, 0.827, 1.927], [1.233, -0.051, 3.406], [1.198, 2.245, -1.463], [2.440, 1.215, -0.588], [1.733, 0.942, -2.103], [-2.727, -1.387, 0.906], [-1.369, -1.621, -0.498], [-1.375, -2.507, 0.807], [-0.142, 0.036, -1.468], [-0.940, -0.715, 2.067], [1.348, 1.761, 1.746]], "lowdin_charge": [-0.14, -0.05, 0.00, 0.04, -0.01, -0.45, 0.80, 0.09, 0.14, 0.06, 0.17, 0.06, 0.07, 0.17, 0.07, 0.00], "e_lumo_ev": [-4.84, -4.83], "gap_ha": [0.3274, 0.3274], "charge": 1, "e_above_lowest_ev": 3.828, "spin_multiplicity": 1, "homo_energy_ev": [-13.744, -13.743]}


No. 7
{"formula": "C3H9BrOSi", "method": "ωB97M-V/def2-TZVPD", "symbols": ["C", "C", "C", "O", "Si", "Br", "H", "H", "H", "H", "H", "H", "H", "H", "H"], "coordinates": [[0.481, -2.115, 1.025], [0.304, 2.139, 1.093], [-0.194, 0.206, -2.138], [-0.297, -1.322, 0.230], [-0.642, 0.166, -0.292], [-2.805, 0.263, 0.278], [1.363, -1.448, 1.407], [0.811, -2.945, 0.428], [-0.034, -2.538, 1.850], [0.737, 2.913, 0.533], [-0.594, 2.330, 1.681], [1.037, 1.625, 1.655], [0.903, 0.135, -2.359], [-0.532, -0.590, -2.774], [-0.537, 1.182, -2.618]], "lowdin_charge": [-0.15, -0.06, -0.22, -0.36, 0.22, 0.33, 0.12, 0.08, 0.07, -0.04, -0.03, -0.05, 0.04, 0.01, 0.05], "e_lumo_ev": 0.59, "gap_ha": 0.3466, "e_above_lowest_ev": 1.932, "spin_multiplicity": 1, "homo_energy_ev": -8.840}


No. 8
{"formula": "C3H9ClN2", "method": "ωB97M-V/def2-TZVPD", "symbols": ["C", "C", "C", "N", "N", "Cl", "H", "H", "H", "H", "H", "H", "H", "H", "H"], "coordinates": [[1.355, 0.218, -0.562], [0.433, -1.687, 0.614], [-1.353, 1.470, -0.117], [0.442, -0.218, 0.403], [-1.293, 0.115, -0.452], [-2.480, -0.699, 0.459], [1.624, 1.370, -0.524], [2.264, -0.235, -0.203], [1.245, -0.156, -1.612], [0.213, -2.107, -0.437], [1.437, -1.905, 0.907], [-0.210, -1.775, 1.521], [-1.126, 1.664, 0.914], [-0.305, 1.895, -0.574], [-2.245, 2.050, -0.336]], "lowdin_charge": [-0.21, -0.14, -0.31, -0.17, -0.50, 0.59, 0.11, 0.07, 0.10, 0.11, 0.06, 0.06, 0.05, 0.11, 0.07], "e_lumo_ev": [0.33, 0.33], "gap_ha": [0.3369, 0.3369], "e_above_lowest_ev": 4.638, "spin_multiplicity": 1, "homo_energy_ev": [-8.834, -8.835]}


No. 9
{"formula": "C3H9ClN2", "method": "ωB97M-V/def2-TZVPD", "symbols": ["N", "C", "C", "N", "C", "Cl", "H", "H", "H", "H", "H", "H", "H", "H", "H"], "coordinates": [[-0.302, 1.819, -0.825], [-0.764, 0.622, -0.092], [0.450, -0.224, 0.371], [1.369, -0.362, -0.779], [-0.166, -1.590, 0.823], [-1.129, -2.331, -0.454], [-0.922, 2.348, -1.421], [-0.107, 2.478, -0.093], [-1.332, 0.005, -0.737], [-1.424, 0.868, 0.783], [1.009, 0.218, 1.261], [2.243, -0.706, -0.496], [1.288, 0.593, -1.169], [0.567, -2.318, 1.141], [-0.779, -1.419, 1.687]], "lowdin_charge": [-0.01, -0.27, -0.45, 0.03, -0.56, 0.59, 0.07, 0.06, 0.04, 0.13, 0.15, 0.05, 0.06, 0.06, 0.06], "e_lumo_ev": 0.99, "gap_ha": 0.3705, "e_above_lowest_ev": 0.170, "spin_multiplicity": 1, "smiles": "NC[C@H](N)CCl", "homo_energy_ev": -9.091}


No. 10
{"formula": "C3H9ClN3O7", "method": "ωB97M-V/def2-TZVPD", "symbols": ["N", "C", "N", "N", "C", "O", "C", "O", "O", "H", "H", "H", "H", "H", "H", "H", "H", "H", "O", "Cl", "O", "O", "O"], "coordinates": [[-0.265, 2.904, 0.819], [-0.519, 1.773, -0.188], [-1.985, 1.899, -0.627], [0.338, 1.954, -1.420], [-0.343, 0.336, 0.582], [0.410, -0.685, -0.163], [1.863, -0.565, 0.027], [2.647, -1.457, -0.640], [2.567, 0.436, 0.842], [0.362, 2.588, 1.595], [0.157, 3.706, 0.301], [-2.266, 0.990, -1.082], [-2.561, 2.048, 0.247], [0.341, 1.120, -2.046], [-0.170, 2.698, -1.988], [0.098, 0.426, 1.683], [-1.446, -0.092, 0.736], [2.855, 1.150, 0.192], [0.064, -3.884, -1.094], [-0.416, -4.246, 0.226], [-1.461, -3.325, 0.630], [0.679, -4.181, 1.174], [-0.948, -5.595, 0.194]], "lowdin_charge": [0.04, -0.56, 0.00, 0.04, -0.10, -0.04, -0.28, 0.00, 0.00, 0.07, 0.07, 0.08, 0.08, 0.08, 0.09, 0.15, 0.15, 0.13, -0.39, 0.62, -0.41, -0.39, -0.40], "e_lumo_ev": 2.62, "gap_ha": 0.2965, "charge": -1, "spin_multiplicity": 1, "homo_energy_ev": -5.451}


No. 11
{"formula": "C3H9ClNO", "method": "ωB97M-V/def2-TZVPD", "symbols": ["C", "C", "C", "N", "O", "Cl", "H", "H", "H", "H", "H", "H", "H", "H", "H"], "coordinates": [[-1.248, 0.962, -0.576], [-0.528, 0.052, 0.451], [0.180, -1.141, -0.420], [0.649, 0.780, 0.943], [1.098, -1.705, 0.395], [0.932, -0.520, -1.869], [-0.592, 1.751, -0.911], [-2.088, 1.403, -0.180], [-1.572, 0.359, -1.426], [-1.198, -0.369, 1.282], [-0.525, -2.010, -0.871], [1.219, 0.914, 0.040], [1.190, 0.075, 1.424], [0.619, 1.690, 1.568], [1.865, -2.242, 0.149]], "lowdin_charge": [-0.06, -0.29, -0.76, 0.15, -0.07, 0.76, 0.08, 0.06, 0.08, 0.18, 0.21, 0.15, 0.13, 0.25, 0.13], "e_lumo_ev": [-3.57, -8.82], "gap_ha": [0.1700, 0.2555], "charge": 1, "e_above_lowest_ev": 3.434, "spin_multiplicity": 3, "s_squared": 2.0046, "homo_energy_ev": [-8.197, -15.772]}


No. 12
{"formula": "C3H9FNO", "method": "ωB97M-V/def2-TZVPD", "symbols": ["C", "C", "C", "N", "O", "F", "H", "H", "H", "H", "H", "H", "H", "H", "H"], "coordinates": [[-0.798, -1.462, 0.441], [1.179, -0.088, 0.483], [-0.829, 1.290, -0.729], [0.120, -0.644, -0.296], [-0.203, 2.094, 0.105], [1.013, 2.472, -0.523], [-1.796, -1.423, -0.038], [-0.334, -2.553, 0.542], [-1.012, -1.117, 1.476], [1.773, 0.656, 0.015], [0.775, 0.299, 1.355], [1.943, -0.910, 0.580], [-0.444, 1.296, -1.855], [-1.866, 1.036, -0.432], [0.479, -0.947, -1.124]], "lowdin_charge": [-0.07, -0.08, 0.11, -0.12, 0.04, 0.02, 0.10, 0.15, 0.11, 0.08, 0.08, 0.14, 0.19, 0.15, 0.11], "e_lumo_ev": -5.14, "gap_ha": 0.3634, "charge": 1, "e_above_lowest_ev": 5.614, "spin_multiplicity": 1, "homo_energy_ev": -15.024}


No. 13
{"formula": "C3H9IN2", "method": "ωB97M-V/def2-TZVPD", "symbols": ["C", "C", "C", "N", "N", "I", "H", "H", "H", "H", "H", "H", "H", "H", "H"], "coordinates": [[1.320, 0.279, 1.213], [0.422, -1.083, -0.650], [-0.046, -0.352, 0.577], [-0.878, 1.289, -1.007], [-0.844, 0.794, 0.171], [-3.629, -0.499, 0.257], [1.163, 0.766, 2.253], [1.964, -0.620, 1.426], [1.852, 0.825, 0.493], [0.942, -0.341, -1.258], [-0.495, -1.345, -1.331], [0.895, -1.975, -0.469], [-0.488, -0.758, 1.453], [-0.800, 0.832, -1.910], [-1.379, 2.189, -1.219]], "lowdin_charge": [-0.04, -0.09, -0.44, 0.03, -0.07, -0.22, 0.11, 0.09, 0.04, 0.07, 0.11, 0.05, 0.10, 0.11, 0.15], "e_lumo_ev": [-1.87, -0.63], "gap_ha": [0.2081, 0.2798], "e_above_lowest_ev": 2.509, "spin_multiplicity": 1, "homo_energy_ev": [-7.530, -8.245]}


No. 14
{"formula": "C3H9IN3", "method": "ωB97M-V/def2-TZVPD", "symbols": ["C", "C", "C", "N", "N", "N", "I", "H", "H", "H", "H", "H", "H", "H", "H", "H"], "coordinates": [[-0.627, 0.286, 0.214], [-0.677, -2.516, -0.548], [0.860, 2.203, 0.139], [-0.227, -1.678, 0.520], [-1.752, 0.829, 0.192], [0.574, 0.821, 0.043], [-3.620, -0.005, 0.000], [-1.758, -2.491, -0.987], [-0.092, -2.085, -1.422], [-0.492, -3.513, -0.320], [0.672, 2.633, 1.147], [0.266, 2.738, -0.630], [1.845, 2.507, -0.139], [-0.883, -1.945, 1.316], [-1.965, 1.804, 0.244], [1.239, 0.101, 0.196]], "lowdin_charge": [-0.26, -0.21, -0.06, 0.03, -0.37, 0.02, 0.99, 0.08, 0.10, 0.07, 0.12, 0.11, 0.09, 0.10, 0.06, 0.13], "e_lumo_ev": -5.27, "gap_ha": 0.3214, "charge": 1, "e_above_lowest_ev": 3.423, "spin_multiplicity": 1, "homo_energy_ev": -14.015}


No. 15
{"formula": "C3H9ISi", "method": "ωB97M-V/def2-TZVPD", "symbols": ["Si", "I", "H", "H", "H", "C", "C", "C", "H", "H", "H", "H", "H", "H"], "coordinates": [[-2.130, -1.520, -0.997], [-2.795, 0.629, 0.238], [-2.962, -1.373, -2.202], [-0.745, -1.714, -1.335], [-2.360, -2.571, 0.026], [0.883, 0.568, 1.758], [0.984, 1.220, 0.621], [1.595, 0.596, -0.571], [1.352, -0.328, 1.947], [0.316, 1.105, 2.653], [0.500, 2.148, 0.495], [2.586, 0.921, -0.450], [1.454, -0.472, -0.500], [1.321, 0.791, -1.684]], "lowdin_charge": [0.23, 0.23, -0.13, -0.14, -0.12, -0.05, -0.30, -0.13, 0.03, 0.10, 0.07, 0.05, 0.05, 0.11], "e_lumo_ev": 0.17, "gap_ha": 0.3428, "e_above_lowest_ev": 2.612, "spin_multiplicity": 1, "smiles": "[SiH3]I.C=CC", "homo_energy_ev": -9.162}


No. 16
{"formula": "C3H9InO4P", "method": "ωB97M-V/def2-TZVPD", "symbols": ["In", "C", "O", "P", "O", "O", "C", "O", "C", "H", "H", "H", "H", "H", "H", "H", "H", "H"], "coordinates": [[5.407, -3.429, 2.076], [-1.262, -2.069, -1.166], [-0.530, -0.843, -1.278], [0.355, -0.279, -0.058], [1.332, -1.247, 0.488], [-0.705, 0.309, 1.009], [-0.261, 1.010, 2.174], [0.949, 1.130, -0.701], [0.068, 2.024, -1.424], [-1.348, -2.425, -0.139], [-0.812, -2.801, -1.836], [-2.249, -1.775, -1.523], [-0.556, 2.031, 1.931], [0.828, 1.000, 2.205], [-0.792, 0.560, 3.012], [0.413, 3.038, -1.220], [-0.950, 1.911, -1.052], [0.114, 1.856, -2.500]], "lowdin_charge": [1.00, 0.06, -0.06, 0.58, 0.03, -0.03, 0.07, -0.04, 0.06, 0.12, 0.16, 0.16, 0.16, 0.13, 0.17, 0.14, 0.13, 0.16], "e_lumo_ev": -18.96, "gap_ha": 0.0997, "charge": 3, "e_above_lowest_ev": 0.543, "spin_multiplicity": 1, "homo_energy_ev": -21.676}


No. 17
{"formula": "C3H9N", "method": "ωB97M-V/def2-TZVPD", "symbols": ["C", "C", "N", "H", "H", "H", "H", "H", "C", "H", "H", "H", "H"], "coordinates": [[2.315, -0.194, -0.260], [0.939, -0.159, -0.168], [0.134, 0.580, -1.013], [2.873, 0.061, -1.171], [2.846, -0.706, 0.555], [0.565, -0.756, 0.574], [0.217, 0.946, -1.933], [-0.748, 0.113, -1.038], [-2.622, -0.181, 1.254], [-1.902, -0.877, 0.901], [-3.634, -0.206, 0.950], [-2.200, 0.805, 0.917], [-2.747, -0.235, 2.382]], "lowdin_charge": [-0.03, -0.29, 0.05, 0.04, 0.03, 0.06, 0.08, 0.05, -0.05, -0.02, -0.01, 0.03, 0.05], "e_lumo_ev": 1.01, "gap_ha": 0.3350, "e_above_lowest_ev": 1.675, "spin_multiplicity": 1, "smiles": "C=CN.C", "homo_energy_ev": -8.104}